DFT (ωB97M-V/def2-TZVPD) results for a single C5H12NO molecule.

Element x y z (Å)
C (-2.470, 0.631, -1.279)
C (-1.001, 0.299, -1.442)
N (-0.309, 0.053, -0.179)
C (-0.736, -1.176, 0.433)
C (1.128, 0.131, -0.316)
C (1.793, 0.544, 0.993)
O (1.775, -0.413, 1.952)
H (-2.959, 0.702, -2.250)
H (-2.985, -0.194, -0.784)
H (-2.618, 1.565, -0.752)
H (-0.486, 1.104, -1.968)
H (-0.884, -0.585, -2.103)
H (-0.227, -1.343, 1.382)
H (-1.799, -1.165, 0.633)
H (-0.500, -2.056, -0.193)
H (1.345, 0.894, -1.070)
H (1.583, -0.803, -0.681)
H (2.850, 0.791, 0.799)
H (1.341, 1.469, 1.378)

Multiplicity ... 2
Energy above the lowest of the compared OMol25 structures with the same formula, charge and spin ... 13.9 kcal per mole
Net charge ... 0
Kohn-Sham gap (alpha / beta) ... 9.8 / 7.3 eV
Lowest unoccupied orbital energy (alpha / beta) ... 1.112 / -1.333 eV
E_HOMO (alpha / beta) ... -8.642 / -8.630 eV

Löwdin population analysis, charges in e, atoms 1 to 6: -0.089 -0.274 -0.230 -0.094 -0.209 -0.311